DFT (ωB97M-V/def2-TZVPD) results for a structure of composition C2H3N2O2 in a non-equilibrium geometry.

Properties
- M: 87.06 g mol⁻¹
- Gap between HOMO and LUMO (spin up / spin down): 6.83 / 8.66 eV
- Multiplicity: 3
- Calculated total energy: -9194.3721 eV
- Energy relative to the best compared isomer or geometry (same formula, charge and spin): 1.191 eV
- E_LUMO (spin up / spin down): 4.4716 / 4.1415 eV
- <S²>: 2.027
- Total charge: -1

```
9
Properties=species:S:1:pos:R:3:forces:R:3:lowdin_spin:R:1
C -0.629298 -0.216908 0.133556 -1.19 -1.18 -1.96 0.2048
C -1.210622 1.013954 -0.330320 2.08 0.45 2.93 0.1332
N 0.462606 -0.456498 0.834225 -0.20 1.56 0.87 0.1722
N 1.905350 0.022034 -0.197754 2.42 -0.86 -0.32 0.7121
O 2.847678 -0.761292 -0.039722 -1.78 1.14 -0.05 0.4947
O -0.862880 2.144937 0.124606 -0.80 -1.00 -1.16 0.2565
H -1.008227 -1.149026 -0.383295 -0.38 1.01 0.28 0.0134
H -2.053134 0.840609 -0.970351 -0.80 0.30 -0.85 0.0093
H 0.548527 -1.437806 0.829057 0.65 -1.42 0.26 0.0037
```
Forces are in eV/Å.

---

DFT (ωB97M-V/def2-TZVPD) results for a cluster of 2 separate species, C4H8N2 in total in a non-equilibrium geometry.

Properties
- M: 84.12 g mol⁻¹
- Gap between HOMO and LUMO (spin up / spin down): 6.43 / 7.41 eV
- Multiplicity: 3
- Calculated total energy: -7249.4884 eV
- Energy relative to the best compared isomer or geometry (same formula, charge and spin): 3.550 eV
- E_LUMO (spin up / spin down): 1.0403 / -1.7797 eV
- <S²>: 2.009

```
14
Properties=species:S:1:pos:R:3:forces:R:3:lowdin_spin:R:1
C 0.551143 0.088104 1.605760 4.93 -3.32 -2.84 0.5764
C -0.986086 0.224131 0.059489 -2.69 0.71 -1.43 0.6840
C -0.540514 1.078015 -1.057549 -3.62 -2.01 -2.05 0.1001
C -1.882573 -0.727902 0.044815 -1.19 0.43 -1.82 0.1556
N 2.150056 -0.940970 0.249810 0.91 -0.35 -1.04 0.0441
N 1.700675 -0.355088 1.396644 -1.18 1.10 0.44 0.2623
H 0.290759 0.479277 2.472239 -1.55 1.98 4.09 0.0590
H 0.278199 1.617904 -0.880267 3.11 2.71 1.12 0.0135
H -0.175794 0.397388 -1.874899 -0.69 0.47 0.22 0.0219
H -1.423689 1.731817 -1.449889 1.70 -1.08 0.69 0.0053
H -2.488608 -0.770778 -0.926143 1.10 -0.52 0.75 0.0504
H -2.360736 -1.312997 0.796770 0.16 -0.08 0.94 0.0168
H 1.705882 -0.614321 -0.621422 0.15 -0.11 0.72 0.0097
H 3.181286 -0.894581 0.184641 -1.13 0.07 0.20 0.0008
```
Forces are in eV/Å.

---

DFT (ωB97M-V/def2-TZVPD) results for a structure of composition C27H59ClOP2Si3Tc in a non-equilibrium geometry.

Properties
- M: 679.43 g mol⁻¹
- Gap between HOMO and LUMO (spin up / spin down): 6.63 / 5.85 eV
- Multiplicity: 4
- Calculated total energy: -87937.2405 eV
- E_LUMO (spin up / spin down): -0.5908 / -1.3543 eV
- <S²>: 3.827

```
94
Properties=species:S:1:pos:R:3:forces:R:3:lowdin_spin:R:1
Tc 0.300075 0.434347 -0.097429 1.05 -2.16 3.38 2.1855
C -2.622568 0.401236 -1.636219 0.27 0.41 0.55 0.0196
C -1.852784 1.578394 -1.511247 -0.94 -0.12 -0.84 0.2578
C -0.488943 1.217575 -1.869456 0.41 0.71 -1.30 0.0056
Si -2.424556 3.204468 -0.804916 0.52 -0.36 0.20 0.0376
C -0.416343 -0.210381 -1.982330 -1.23 0.24 -1.73 -0.0250
C -1.804717 -0.713836 -1.857729 0.44 0.15 -0.29 0.2442
Si -2.396344 -2.475891 -2.030614 0.37 -0.10 0.55 0.0361
H -3.707271 0.365996 -1.539830 0.24 -0.06 0.23 -0.0043
H 0.208413 1.879137 -2.420648 -0.64 -0.49 0.55 0.0100
H 0.331876 -0.714489 -2.595407 -0.20 0.19 0.37 0.0047
Cl 3.387380 -0.519941 1.068885 0.96 -0.50 1.04 0.0356
C -4.186631 -2.603273 -1.494126 -0.10 0.10 0.01 -0.0001
C -2.219909 -3.113504 -3.771678 -0.13 0.05 -0.36 0.0110
C -4.180737 3.068873 -0.174606 -0.03 -0.01 0.00 0.0001
C -2.282707 4.598690 -2.037924 -0.12 0.16 -0.14 0.0087
H -3.047845 -2.727432 -4.380838 0.16 -0.09 0.03 -0.0001
H -2.268780 -4.209476 -3.795763 0.01 0.17 0.00 0.0014
H -1.285130 -2.798014 -4.245418 -0.14 -0.09 0.05 0.0002
H -4.327281 -2.201687 -0.480824 0.03 -0.12 -0.22 0.0000
H -4.521439 -3.650134 -1.499825 0.06 0.24 -0.01 -0.0002
H -4.834346 -2.036165 -2.178394 0.09 -0.15 0.16 0.0001
H -3.097633 4.481383 -2.764282 0.15 0.09 0.06 0.0001
H -1.338600 4.577654 -2.592499 -0.16 0.02 0.09 0.0001
H -2.389406 5.588122 -1.572692 0.01 -0.20 -0.08 0.0011
H -4.852396 2.843662 -1.015074 0.08 0.07 0.20 0.0002
H -4.513998 4.009413 0.285611 0.05 -0.21 -0.11 -0.0002
H -4.280501 2.265265 0.566861 0.03 0.17 -0.15 0.0001
C -1.293920 -3.461800 -0.856899 -0.22 -0.18 0.10 0.0052
C -1.200361 3.427444 0.649380 -0.77 -0.08 0.03 0.0131
P 0.441880 -2.856110 -0.740840 0.40 -0.32 -0.11 -0.0100
H -1.364803 -4.533272 -1.099403 0.08 0.24 0.07 -0.0002
H -1.736502 -3.337373 0.147015 0.15 -0.01 -0.20 -0.0002
P 0.483797 2.771781 0.370386 0.28 2.09 -0.22 0.0059
H -1.638295 2.865932 1.494841 0.21 0.09 -0.22 -0.0003
H -1.238050 4.489760 0.926557 0.38 -0.27 0.07 0.0007
C 1.531356 3.445610 1.789466 0.11 -0.30 0.23 -0.0017
C 1.136431 3.908208 -1.017095 -0.31 -0.45 -0.08 0.0021
C 1.135569 -3.246313 -2.466878 -0.37 0.26 0.45 0.0000
C 1.348701 -4.163512 0.278407 -0.17 0.30 0.19 -0.0035
C 1.777715 -3.517349 1.592599 0.39 0.30 0.13 -0.0004
H 2.258952 -4.429795 -0.283878 -0.31 0.11 0.12 -0.0001
C 0.525176 -5.415259 0.559273 0.11 -0.26 -0.11 -0.0004
H -0.415617 -5.143051 1.055455 0.21 -0.22 -0.05 0.0000
H 1.097822 -6.076998 1.226529 -0.20 0.17 -0.09 -0.0001
H 0.302272 -5.988544 -0.349227 -0.09 0.12 0.19 0.0000
H 2.386873 -2.617989 1.413416 -0.20 -0.32 0.11 -0.0002
H 2.378742 -4.214369 2.190341 -0.10 0.01 -0.08 0.0000
H 0.926197 -3.206782 2.209554 0.03 -0.18 -0.22 0.0000
H 0.515986 -2.673992 -3.176749 0.21 -0.22 0.16 0.0002
C 1.032392 -4.731934 -2.809500 0.18 -0.05 -0.20 -0.0002
C 2.585880 -2.751334 -2.559111 0.12 -0.12 -0.03 0.0017
H 0.004455 -5.108041 -2.800319 0.13 0.09 0.07 0.0000
H 1.637445 -5.335735 -2.118726 -0.17 0.12 -0.24 0.0000
H 1.426350 -4.889425 -3.822506 -0.05 -0.05 0.15 0.0000
H 2.662422 -1.664737 -2.655288 -0.09 -0.19 0.04 0.0010
H 3.076678 -3.191953 -3.437041 -0.08 0.05 0.15 0.0001
H 3.166021 -3.037381 -1.670396 -0.07 0.08 -0.22 0.0001
H 0.513823 3.715743 -1.912906 0.30 0.10 0.51 0.0005
C 2.596153 3.588530 -1.347897 0.26 0.02 -0.16 0.0008
C 1.006001 5.391444 -0.657807 0.02 0.11 0.06 -0.0006
H -0.023870 5.701547 -0.461212 0.12 -0.07 0.02 0.0000
H 1.367445 5.992345 -1.505673 -0.06 -0.16 0.23 0.0000
H 1.625168 5.642324 0.215419 -0.19 0.02 -0.27 0.0000
H 2.712816 2.655593 -1.902136 -0.08 0.20 0.12 0.0006
H 3.206312 3.511780 -0.437684 -0.06 0.01 -0.24 0.0001
H 3.026772 4.391256 -1.965269 -0.16 -0.15 0.18 0.0003
C 2.248786 2.349871 2.571235 0.32 -0.40 0.14 0.0004
C 0.741136 4.348519 2.748667 0.02 0.05 -0.19 -0.0004
H 2.318363 4.052126 1.308635 -0.41 -0.25 0.02 -0.0003
H -0.090522 3.791659 3.197892 0.19 0.19 0.02 0.0000
H 0.349819 5.244131 2.255081 -0.04 -0.15 0.08 0.0001
H 1.412498 4.696367 3.545177 -0.13 -0.21 -0.12 -0.0001
H 1.581237 1.805631 3.252544 0.11 0.25 -0.30 -0.0001
H 3.037970 2.808133 3.181163 -0.15 -0.03 -0.03 0.0000
H 2.735420 1.591376 1.937942 -0.18 0.25 0.14 0.0001
C 2.099220 0.432976 -1.063369 0.16 -0.57 -0.70 0.0030
H 2.182447 0.572971 -2.140367 -0.47 0.36 -0.31 0.0083
H 2.863532 1.033216 -0.546352 -0.45 -0.63 -0.30 0.0077
H 2.238933 -0.680397 -0.877255 0.15 1.51 -0.07 0.0207
C 1.719908 -1.114139 3.907657 0.18 0.25 -0.35 0.0006
Si 0.000904 -0.543594 3.383036 0.96 -0.29 0.60 0.0125
C -1.151184 -2.015496 3.516786 -0.49 0.11 -0.08 0.0010
C -0.442749 0.742892 4.702593 -0.39 0.06 -0.04 0.0030
O -0.113542 0.039860 1.855524 -0.02 0.66 -1.46 0.0983
H 1.777149 -2.194154 4.094448 -0.06 0.24 0.05 0.0000
H 1.982889 -0.573772 4.828168 0.05 -0.20 -0.12 0.0001
H 2.474029 -0.876299 3.128665 -0.36 -0.12 0.51 -0.0001
H -0.875923 -2.709141 4.322382 0.00 0.19 -0.19 0.0001
H -2.176916 -1.668914 3.700071 0.05 -0.18 -0.08 0.0001
H -1.139580 -2.553925 2.558731 -0.07 0.02 0.23 -0.0001
H 0.303917 1.540012 4.845225 -0.21 -0.31 -0.15 0.0000
H -1.409640 1.211191 4.476735 0.08 0.04 0.16 0.0000
H -0.537165 0.222652 5.673195 -0.01 0.13 -0.35 0.0003
```
Forces are in eV/Å.

---

DFT (ωB97M-V/def2-TZVPD) results for a structure of composition C6H10OS in a non-equilibrium geometry.

Properties
- M: 130.21 g mol⁻¹
- Gap between HOMO and LUMO: 9.30 eV
- Calculated total energy: -19262.5008 eV
- Energy relative to the best compared isomer or geometry (same formula, charge and spin): 4.529 eV
- E_LUMO: 0.5372 eV

```
18
Properties=species:S:1:pos:R:3:forces:R:3:lowdin_charge:R:1
C 1.517821 1.584527 0.232422 3.46 1.86 1.17 -0.1481
C 0.505868 0.485550 0.264465 -0.46 0.49 -1.93 -0.8311
C -0.260807 -0.029999 1.445285 0.08 1.37 2.24 -0.2372
C -1.276853 -1.040321 0.807230 5.30 -1.43 -0.10 -0.1113
C -0.573664 -1.079253 -0.716454 -0.05 2.73 3.68 -0.3304
C -0.681569 0.431405 -0.850398 1.72 2.01 -0.17 -0.3894
H 2.730344 1.035637 0.455358 -3.75 1.91 -0.06 0.1467
H 1.828146 2.224808 -0.762236 -1.56 -1.92 2.20 0.1176
H 1.165270 2.314125 1.067994 1.42 -0.75 -1.32 0.0876
H -0.796997 0.817202 1.942868 0.35 -0.57 -0.22 0.1211
H 0.452702 -0.499102 2.222603 -1.27 0.66 -1.14 0.1322
H -2.281309 -0.710807 0.830538 -0.84 -0.26 0.08 0.0859
H -0.870755 -1.899302 1.392708 -1.83 -0.35 -0.86 0.1098
H -1.010824 -1.712519 -1.364169 -1.11 -2.28 -2.32 0.0551
H -0.294815 1.149632 -1.642990 -0.09 -2.09 -0.16 0.1494
H -1.519313 2.070339 -0.495847 -2.89 -4.05 0.10 0.2121
O -1.968840 1.031749 -0.518296 3.48 4.25 0.07 -0.1059
S 1.310218 -0.947216 -0.412235 -1.96 -1.58 -1.25 0.9360
```
Forces are in eV/Å.